{
  "formula": "C13H8Br2CuN5O2",
  "method": "wB97M-V/def2-TZVPD",
  "species": ["Cu", "O", "C", "C", "C", "N", "C", "Br", "C", "H", "H", "H", "H", "Br", "C", "C", "C", "C", "C", "N", "H", "H", "H", "H", "O", "N", "C", "C", "N", "C", "N"],
  "xyz": [[0.8211, -0.6083, -1.5318], [-4.0149, 0.4403, 2.0058], [-2.8085, 0.4887, 1.5159], [-1.6432, -0.1443, 2.1059], [-0.4905, 0.0912, 1.5200], [-0.2923, 0.7209, 0.3922], [-1.3737, 1.2380, -0.1634], [-1.1293, 2.2179, -1.7675], [-2.6358, 1.1392, 0.3123], [-4.1769, -0.1351, 2.7517], [-1.7092, -0.8253, 2.9829], [0.3443, -0.4316, 1.9913], [-3.4598, 1.5849, -0.2608], [2.5550, 1.8616, -3.0948], [3.1451, 1.1488, -1.4552], [4.1628, 1.8374, -0.7379], [4.7789, 1.1996, 0.2982], [4.2644, -0.0305, 0.6933], [3.1792, -0.5804, 0.0111], [2.5875, 0.0229, -1.0066], [4.6059, 2.7977, -1.1498], [5.5370, 1.6479, 0.8718], [4.6760, -0.5942, 1.5238], [2.7457, -1.5141, 0.2360], [-0.8367, -1.3772, -2.1759], [-1.3366, -1.9870, -1.1131], [-2.6582, -2.0586, -1.0432], [-3.5046, -1.4647, -2.0391], [-4.1828, -0.9602, -2.8338], [-3.2921, -2.6881, 0.1056], [-3.8580, -3.0377, 1.0551]],
  "orbital_gap_ha": 0.300,
  "energy_ha": -7712.87727,
  "lumo_ev": -0.42,
  "de_lowest_kj_mol": 0.0,
  "max_force_ev_per_a": 4.79
}